## a
Below is C15H24N4O5Ru as an isolated structure, with properties calculated with the ωB97M-V functional and the def2-TZVPD basis.

```
49
Properties=species:S:1:pos:R:3
O -1.25 2.40 -4.87
H -1.51 1.44 -4.92
Ru 0.10 0.32 0.20
N 2.05 0.65 0.16
N 0.23 2.19 -0.62
O 3.15 -0.01 0.73
O -0.85 2.85 -0.87
C 2.52 1.78 -0.41
C 1.52 2.61 -0.94
C 3.97 2.08 -0.28
C 1.74 3.92 -1.62
H 4.56 1.31 -0.78
H 4.30 2.12 0.76
H 4.20 3.05 -0.75
H 0.85 4.57 -1.57
H 2.01 3.84 -2.69
H 2.56 4.49 -1.17
H 2.81 -0.88 1.03
H -0.37 2.09 -4.50
O 0.29 1.10 2.43
H 1.11 1.60 2.62
H -0.36 1.81 2.60
C -0.16 -0.81 -1.38
H -1.05 -0.24 -1.81
H 0.56 -0.55 -2.19
H -0.35 -1.86 -1.36
O 0.95 -3.49 -2.94
H 1.64 -3.35 -3.61
H 0.51 -4.32 -3.08
C 0.85 -3.89 1.52
C -0.32 -4.18 2.24
C -1.37 -3.26 2.26
C -1.16 -1.99 1.64
N 0.04 -1.61 1.10
C 0.94 -2.63 0.91
C -2.24 -0.99 1.55
C -3.52 -1.05 2.13
C -4.41 0.02 2.06
C -4.05 1.13 1.30
C -2.82 1.16 0.67
N -1.93 0.17 0.89
H 1.68 -4.62 1.42
H -0.44 -5.16 2.71
H -2.36 -3.45 2.74
H 1.73 -2.45 0.20
H -3.80 -1.93 2.70
H -5.38 0.03 2.59
H -4.68 2.01 1.21
H -2.48 1.97 0.01
```

frontier orbital gap (alpha / beta) = 4.570 / 7.057 eV
charge = +1
E_HOMO (alpha / beta) = -8.1 / -11.9 eV
spin multiplicity = 6
⟨S²⟩ = 8.784

Here is what Mulliken gives for the atomic charges, in e:
1 O -0.61
2 H 0.32
3 Ru 0.35
4 N 0.36
5 N 0.53
6 O -0.51
7 O -0.62
8 C 0.06
9 C 0.36
10 C -1.36
11 C -1.27
12 H 0.32
13 H 0.34
14 H 0.37
15 H 0.35
16 H 0.28
17 H 0.41
18 H 0.42
19 H 0.28
20 O -0.48
21 H 0.32
22 H 0.31
23 C -0.95
24 H 0.22
25 H 0.26
26 H 0.43
27 O -0.55
28 H 0.28
29 H 0.29
30 C -1.08
31 C -0.31
32 C -1.02
33 C 0.53
34 N 0.42
35 C -0.33
36 C 0.70
37 C -0.74
38 C -0.59
39 C -0.72
40 C -0.55
41 N 0.44
42 H 0.38
43 H 0.41
44 H 0.31
45 H 0.79
46 H 0.34
47 H 0.41
48 H 0.44
49 H 0.64

=====

## b
Below is C15H24N4O5Ru as an isolated structure, with properties calculated with the ωB97M-V functional and the def2-TZVPD basis.

```
49
Properties=species:S:1:pos:R:3
O -5.27 1.75 -1.14
H -5.09 1.88 -0.17
Ru 0.12 -0.07 -0.36
N -0.11 -1.97 -0.86
N -1.08 0.03 -2.01
O 0.50 -3.16 -0.44
O -1.38 1.17 -2.51
C -0.95 -2.30 -1.87
C -1.58 -1.19 -2.46
C -0.99 -3.71 -2.32
C -2.56 -1.24 -3.59
H -1.34 -4.36 -1.52
H -0.01 -4.08 -2.63
H -1.67 -3.82 -3.18
H -2.59 -0.30 -4.14
H -3.59 -1.48 -3.30
H -2.30 -2.02 -4.32
H 1.02 -2.94 0.36
H -4.96 0.79 -1.02
O 2.11 -0.27 -1.64
H 2.13 -1.04 -2.25
H 2.15 0.43 -2.31
C -1.13 0.12 1.13
H -1.61 1.10 0.79
H -2.00 -0.54 1.03
H -0.84 0.19 2.16
O -2.16 -1.18 3.96
H -2.87 -1.83 3.91
H -2.07 -0.83 4.84
C 2.28 -1.31 3.35
C 3.12 -0.22 3.58
C 3.00 0.92 2.77
C 2.12 0.87 1.66
N 1.43 -0.26 1.31
C 1.41 -1.25 2.25
C 1.88 2.05 0.81
C 2.53 3.30 0.86
C 2.29 4.30 -0.08
C 1.28 4.09 -1.02
C 0.59 2.89 -1.01
N 0.96 1.89 -0.19
H 2.29 -2.21 4.00
H 3.80 -0.22 4.44
H 3.58 1.86 2.95
H 0.63 -1.99 2.17
H 3.29 3.46 1.61
H 2.86 5.23 -0.12
H 1.03 4.81 -1.79
H -0.26 2.67 -1.68
```

frontier orbital gap (alpha / beta) = 5.200 / 5.723 eV
charge = +1
E_HOMO (alpha / beta) = -8.0 / -11.5 eV
spin multiplicity = 6
⟨S²⟩ = 8.786

Here is what Mulliken gives for the atomic charges, in e:
1 O -0.61
2 H 0.32
3 Ru 0.37
4 N 0.36
5 N 0.53
6 O -0.50
7 O -0.59
8 C 0.10
9 C 0.36
10 C -1.34
11 C -1.27
12 H 0.33
13 H 0.35
14 H 0.37
15 H 0.35
16 H 0.29
17 H 0.40
18 H 0.44
19 H 0.28
20 O -0.48
21 H 0.33
22 H 0.32
23 C -0.88
24 H 0.26
25 H 0.29
26 H 0.43
27 O -0.55
28 H 0.28
29 H 0.29
30 C -1.11
31 C -0.34
32 C -1.03
33 C 0.43
34 N 0.42
35 C -0.35
36 C 0.76
37 C -0.81
38 C -0.55
39 C -0.79
40 C -0.56
41 N 0.42
42 H 0.37
43 H 0.41
44 H 0.29
45 H 0.78
46 H 0.35
47 H 0.41
48 H 0.43
49 H 0.66

=====

Relative to the most stable structure, the computed energies are a 0.280; b 0.000, all in eV.

=====

## a
Below is one molecule with the formula C5H9FO, with properties calculated with the ωB97M-V functional and the def2-TZVPD basis.

```
16
Properties=species:S:1:pos:R:3
C 1.58 0.70 0.01
C 1.00 0.04 -1.24
C -0.19 -0.72 -1.27
C -1.11 -1.03 -0.08
C -1.14 -0.39 1.30
H 0.56 2.49 0.49
H 2.64 0.43 -0.03
H 1.14 0.10 0.92
H 1.33 0.57 -2.30
H -0.47 -1.08 -2.43
H -1.42 -2.07 0.25
H -2.10 -0.63 -0.68
H -0.37 -0.88 1.94
H -1.98 -0.70 2.00
O 1.52 2.14 -0.06
F -1.01 1.01 1.18
```

frontier orbital gap = 10.018 eV
SMILES string = OC/C=C\CCF
E_HOMO = -9.2 eV

Here is what Mulliken gives for the atomic charges, in e:
1 C -0.32
2 C -0.13
3 C -0.25
4 C -0.12
5 C -0.68
6 H 0.36
7 H 0.29
8 H 0.14
9 H 0.21
10 H 0.19
11 H 0.27
12 H 0.18
13 H 0.37
14 H 0.33
15 O -0.56
16 F -0.29

=====

## b
Below is one molecule with the formula C5H9FO, with properties calculated with the ωB97M-V functional and the def2-TZVPD basis.

```
16
Properties=species:S:1:pos:R:3
C 1.94 -0.55 -0.06
C 0.53 -0.09 0.00
C 0.37 1.32 0.44
C -0.42 -0.95 -0.27
C -1.89 -0.85 0.02
H 2.48 -0.09 -0.93
H 2.53 -0.28 0.83
H 2.05 -1.65 -0.18
H -0.28 1.33 1.35
H 1.30 1.77 0.68
H -1.08 1.70 -0.64
H -0.15 -1.71 -0.96
H -2.56 -1.31 -0.73
H -2.29 -1.28 0.94
O -0.25 2.12 -0.56
F -2.29 0.51 0.07
```

frontier orbital gap = 10.359 eV
SMILES string = C/C(=C/CF)CO
E_HOMO = -9.4 eV

Here is what Mulliken gives for the atomic charges, in e:
1 C -1.52
2 C 1.07
3 C -0.68
4 C -0.52
5 C -0.31
6 H 0.31
7 H 0.37
8 H 0.35
9 H 0.26
10 H 0.39
11 H 0.38
12 H 0.31
13 H 0.26
14 H 0.25
15 O -0.55
16 F -0.36

=====

Relative to the most stable structure, the computed energies are a 2.389; b 0.000, all in eV.

=====

## a
Below is CH5N2OP as an isolated structure, with properties calculated with the ωB97M-V functional and the def2-TZVPD basis.

```
10
Properties=species:S:1:pos:R:3
C 0.20 0.91 0.85
N -0.92 -0.63 -0.57
N 0.16 -0.67 0.33
O -1.47 2.35 -0.66
P -1.67 1.26 0.35
H 0.50 1.29 1.88
H 0.66 1.41 -0.01
H -0.71 -0.52 -1.52
H -1.44 -1.57 -0.58
H 0.96 -0.85 -0.13
```

frontier orbital gap = 9.040 eV
E_HOMO = -8.4 eV

Here is what Mulliken gives for the atomic charges, in e:
1 C -0.42
2 N -0.33
3 N -0.42
4 O -0.51
5 P 0.33
6 H 0.33
7 H 0.26
8 H 0.26
9 H 0.29
10 H 0.22

=====

## b
Below is CH5N2OP as an isolated structure, with properties calculated with the ωB97M-V functional and the def2-TZVPD basis.

```
10
Properties=species:S:1:pos:R:3
C -0.95 -0.42 -0.95
N -0.39 -1.22 -0.17
N 0.17 0.42 1.59
O -0.42 0.81 -0.98
P 0.74 0.77 0.19
H -1.98 -0.48 -1.63
H -0.94 -2.03 0.07
H 0.70 0.39 2.38
H 1.38 2.01 -0.08
H 1.69 -0.25 -0.41
```

frontier orbital gap = 9.387 eV
E_HOMO = -8.4 eV

Here is what Mulliken gives for the atomic charges, in e:
1 C 0.26
2 N -0.48
3 N -0.57
4 O -0.35
5 P 0.26
6 H 0.27
7 H 0.21
8 H 0.21
9 H 0.07
10 H 0.10

=====

Relative to the most stable structure, the computed energies are a 0.196; b 0.000, all in eV.